[1]
Density functional theory data (the ωB97M-V functional and the def2-TZVPD basis) for a molecular structure, C13H26BrCl2O9Pt at a distorted geometry.

```
52
Properties=species:S:1:pos:R:3:mulliken_charge:R:1
Pt -0.65763 -0.64170 -0.84590 1.7488
Br 1.24798 -1.62358 0.65454 -0.5796
C 4.67349 -0.74863 1.67992 0.2743
Cl 5.97732 -0.16288 0.64860 -0.1604
Cl 5.08153 -0.71811 3.40142 -0.1647
H 3.73666 -0.22121 1.54118 -0.0939
H 4.51511 -1.78660 1.40141 0.1551
C 0.51840 5.42934 0.19201 -1.2525
C 0.85285 4.19259 0.99878 -0.1709
O 0.06450 3.11858 0.46380 -0.2971
C -0.12739 2.01675 1.14922 0.6222
O -0.74273 1.08937 0.65991 -0.3128
O 0.42931 2.03084 2.33574 -0.3751
C 0.05346 0.96824 3.21318 -0.4242
H -0.53720 5.67212 0.31816 0.3114
H 0.64919 5.27891 -0.88369 0.3213
H 1.11447 6.30267 0.44715 0.3951
H 0.51038 4.41953 2.01243 0.2954
H 1.91400 3.96612 1.08265 0.3306
H 0.52683 1.09728 4.18270 0.3157
H 0.39985 0.00733 2.83423 0.0429
H -1.02485 0.93884 3.36489 0.3009
C 4.24168 -2.93366 -2.42538 -1.1958
C 3.28591 -1.77221 -2.53426 0.3965
O 2.43449 -1.99643 -3.69303 -0.2755
C 1.15892 -1.82692 -3.62322 0.6576
O 0.53250 -1.41379 -2.65992 -0.7800
O 0.61366 -2.15397 -4.77831 -0.3280
C -0.73889 -1.78116 -4.99764 -0.6441
H 4.97840 -2.77926 -1.63870 0.3267
H 4.78289 -3.05696 -3.36442 0.3450
H 3.73936 -3.88602 -2.24419 0.3295
H 3.87411 -0.90472 -2.84024 0.1972
H 2.71338 -1.56945 -1.63450 -0.1107
H -0.92206 -0.71262 -4.91091 0.2966
H -1.39171 -2.35308 -4.33674 0.2907
H -0.98814 -2.09169 -6.00865 0.2309
C -6.03942 0.94903 0.88970 -1.2306
C -4.75198 0.31900 0.40251 -0.1732
O -4.08680 -0.19190 1.58991 -0.2681
C -3.02528 -0.92806 1.45368 0.9331
O -2.38642 -1.10997 0.43951 -0.6906
O -2.74661 -1.45531 2.62666 -0.3394
C -1.75392 -2.47366 2.67194 -0.4368
H -5.92795 1.45748 1.84276 0.3274
H -6.77802 0.15377 1.00610 0.3174
H -6.44336 1.64107 0.15279 0.3794
H -4.12375 1.05727 -0.09923 0.2002
H -4.89592 -0.53487 -0.25701 0.3555
H -1.94048 -3.26527 1.94315 0.3166
H -1.82894 -2.96156 3.64116 0.2554
H -0.76119 -2.05086 2.53412 0.0345
```

## Properties
charge	+1
expectation value of S²	2.01
multiplicity	3

=====

[2]
Density functional theory data (the ωB97M-V functional and the def2-TZVPD basis) for a molecular structure, C13H26CaNO4P2 at a distorted geometry.

```
47
Properties=species:S:1:pos:R:3:mulliken_charge:R:1
Ca -0.33197 0.04765 1.12504 1.4282
P 2.39389 1.39189 0.31451 0.3887
C 1.90792 0.94475 -1.39143 -0.9546
C 0.95621 -0.16087 -1.86133 0.0948
N 0.14386 -0.80802 -0.99013 -0.0987
C -0.64014 -1.82022 -1.44931 0.5853
C -0.65619 -2.17120 -2.79124 -0.4878
C 0.11583 -1.45809 -3.70195 -0.8619
C 0.92721 -0.43718 -3.22158 -0.7352
C -1.46163 -2.60736 -0.44082 -1.1448
P -2.49335 -1.66831 0.80956 0.4451
H 1.54542 0.16564 -3.89643 0.4404
H -1.29289 -3.00185 -3.10375 0.3471
H 0.08518 -1.69399 -4.76186 0.3932
H -2.18481 -3.23471 -0.98030 0.3367
H -0.80414 -3.27960 0.14199 0.4116
H 1.59353 1.84138 -1.80663 0.6085
H 2.89679 0.71916 -1.84887 0.4689
H -3.31108 4.19516 -2.54934 0.2868
O -3.15716 3.36135 -2.17521 -0.6010
H -2.67943 2.88339 -2.88238 0.3232
H -2.84949 3.91099 3.11914 0.2862
O -2.51903 3.23891 2.56509 -0.5974
H -3.04629 3.33096 1.75213 0.3281
C -3.89465 -1.16884 -0.25487 -1.2394
H -4.31640 -2.03805 -0.78159 0.4088
H -4.66048 -0.70968 0.38759 0.3968
H -3.56246 -0.41378 -0.98219 0.3131
C -3.22812 -3.05723 1.74467 -1.1793
H -3.66277 -2.64039 2.66420 0.3758
H -4.01365 -3.56321 1.16376 0.3566
H -2.44559 -3.77584 2.02549 0.3556
C 4.08339 1.95213 0.25565 -1.3665
H 4.15121 2.88814 -0.31164 0.4357
H 4.46289 2.11339 1.27280 0.4035
H 4.69264 1.17970 -0.23026 0.4031
C 1.33505 2.71744 0.90950 -1.1280
H 1.46866 2.88658 1.98923 0.3179
H 1.64625 3.63859 0.39069 0.4371
H 0.25125 2.58167 0.71146 0.4613
C 3.68574 -1.26726 3.11257 -0.6801
O 3.73486 -0.40427 1.93562 -0.3434
C 2.55518 0.08409 1.61791 0.8312
O 1.52223 -0.30824 2.24942 -1.0522
H 2.94116 -2.05865 2.97624 0.2625
H 3.41942 -0.65498 3.98228 0.2998
H 4.69594 -1.67116 3.19657 0.2385
```

## Properties
charge	+1

=====

[3]
Density functional theory data (the ωB97M-V functional and the def2-TZVPD basis) for 2 unconnected molecules or ions with the total composition C13H26ClN2O4 at a distorted geometry.

```
46
Properties=species:S:1:pos:R:3:mulliken_charge:R:1
C 4.55630 -0.15593 1.13872 -0.9217
C 3.63343 -0.71461 -0.09524 -0.5711
C 2.18600 0.10986 -0.26575 -0.0712
Cl 1.45268 -0.46725 -1.84403 -0.1358
C 1.36906 -0.10286 1.10037 -0.0628
C 1.47974 1.32667 1.96271 -0.9490
C 0.56837 2.45646 1.13503 -0.5480
C -0.95820 1.86028 1.10531 -0.3738
N -1.08959 0.54474 0.30546 0.6950
C -2.56496 0.25526 0.25159 -0.1523
C -3.29289 -0.10730 1.66648 -0.0643
O -4.57610 -0.54804 1.60975 -0.4542
C -0.22550 -0.45652 1.02556 -0.6221
C -0.42703 -2.02508 0.62843 -0.8970
O -0.94470 -2.31824 -0.70451 -0.2402
C -1.99047 -3.35283 -0.70378 -0.6166
H 5.23146 0.71487 0.73391 0.2816
H 3.97661 0.09354 2.12441 0.2488
H 5.30439 -1.04259 1.42062 0.3219
H 4.18388 -0.68551 -1.15421 0.3675
H 3.30515 -1.83925 0.11533 0.2916
H 2.52629 1.24258 -0.43090 0.2612
H 1.91826 -0.90689 1.78739 0.7264
H 1.10353 1.20998 3.07520 0.3074
H 2.56681 1.76123 1.98579 0.3524
H 0.99880 2.71008 0.07743 0.2285
H 0.53877 3.46414 1.76651 0.3874
H -1.63529 2.71091 0.61205 0.3125
H -1.27059 1.71266 2.24786 0.3299
H -0.78507 0.79405 -0.66408 -0.1181
H -2.88177 -0.58325 -0.52241 0.1525
H -3.08772 1.25093 -0.15042 0.5131
H -2.79145 -0.04796 2.74529 0.2379
H -0.57929 -0.38966 2.16858 0.3724
H -1.19621 -2.50672 1.40437 0.4488
H 0.60723 -2.57295 0.86423 0.2121
H -1.84577 -4.17470 0.11863 0.2898
H -2.01021 -3.91205 -1.75780 0.2578
H -3.02122 -2.77970 -0.52725 0.2577
C -0.89057 0.78412 -3.82824 -0.4625
N -2.22266 1.43017 -3.68138 0.8764
O -2.45234 2.01842 -2.61827 -0.5333
O -3.00019 1.32866 -4.63758 -0.5048
H -0.31380 0.95243 -2.91634 -0.0724
H -1.05762 -0.28321 -3.98728 0.2885
H -0.39553 1.24106 -4.68751 0.3521
```

## Properties
charge	+1

=====

[4]
Density functional theory data (the ωB97M-V functional and the def2-TZVPD basis) for 7 unconnected molecules or ions with the total composition C13H26ClO16 at a distorted geometry.

```
56
Properties=species:S:1:pos:R:3:mulliken_charge:R:1
Cl -0.26696 0.36823 0.20817 1.6184
O -0.49472 1.74332 -0.14845 -0.6949
O 0.93411 0.23763 0.99544 -0.6335
O -1.40626 0.05108 0.98845 -0.6487
O -0.14597 -0.34676 -1.03762 -0.6407
C -4.96762 1.35926 -4.55454 -0.3364
C -4.77606 2.52816 -3.63149 -0.3304
O -5.23107 2.03996 -2.39969 -0.3025
C -6.07845 1.01919 -2.66731 0.6677
O -6.90125 0.58628 -1.92166 -0.5281
O -5.83474 0.53089 -3.88594 -0.3305
H -4.00998 0.84699 -4.46182 0.3263
H -5.35229 1.80414 -5.47227 0.2842
H -5.16487 3.46841 -4.02246 0.2691
H -3.69656 2.66995 -3.57980 0.2765
C 1.45631 -5.16174 2.47360 -0.2622
C -0.09975 -5.05503 2.71979 -0.2697
O -0.15114 -4.51468 4.03510 -0.3365
C 1.03708 -3.94814 4.36833 0.6470
O 1.09542 -3.23369 5.32449 -0.5096
O 2.05386 -4.28489 3.45689 -0.3263
H 1.63077 -4.58667 1.56422 0.2813
H 1.63505 -6.22627 2.32218 0.2808
H -0.61922 -6.01289 2.74729 0.2658
H -0.53672 -4.41798 1.95082 0.2290
C 4.35179 3.02508 -1.57689 -0.2928
C 4.03422 4.43502 -0.97608 -0.2436
O 5.00060 5.21699 -1.62826 -0.3593
C 6.04354 4.39821 -2.15500 0.6914
O 7.05193 4.79451 -2.66303 -0.5334
O 5.72600 3.18132 -1.91095 -0.3294
H 3.60558 2.69946 -2.30164 0.2651
H 4.42454 2.27099 -0.79321 0.2318
H 4.30837 4.32071 0.07266 0.2513
H 2.98063 4.60849 -1.19507 0.3177
O -3.74266 4.74266 1.21544 -0.6347
H -3.26539 4.16452 0.62029 0.3285
H -4.57968 4.89910 0.77823 0.3087
C 3.79057 2.28765 5.59265 -1.2723
C 2.97323 3.45096 5.85808 -0.0118
O 1.89191 3.33995 4.97929 -0.4735
H 4.52130 2.13468 6.38684 0.3321
H 4.18963 2.30124 4.57842 0.3200
H 3.04288 1.50371 5.71300 0.3544
H 3.59131 4.33732 5.71510 0.2241
H 2.63274 3.30725 6.88351 0.2409
H 2.16616 2.82041 4.22003 0.2882
C -2.91978 -6.05444 -4.05723 -0.8123
C -1.69122 -5.46383 -3.23025 -0.3505
O -0.82855 -4.67352 -3.96458 -0.5235
H -3.49996 -5.18412 -4.36386 0.2322
H -3.53115 -6.62623 -3.35909 0.2872
H -2.43824 -6.64394 -4.83744 0.2655
H -0.96998 -6.25630 -3.03049 0.2336
H -2.03407 -5.03023 -2.29081 0.3547
H -0.93522 -3.77234 -3.65138 0.3136
```

## Properties
charge	-1

=====

E for every record listed, in sequence, given in eV: -130656.6412; -60591.9419; -37579.3813; -59176.5316.